[1]
The following is a DFT calculation (the ωB97M-V functional and the def2-TZVPD basis) of C25H29N3O2S in the gas phase.

Atoms and positions in Å:
C 5.921 -4.544 2.596
C 4.812 -5.537 2.615
C 4.932 -6.878 2.803
S 3.392 -7.650 2.746
C 2.681 -6.075 2.470
N 3.530 -5.113 2.435
C 1.209 -5.899 2.321
N 0.892 -4.580 1.835
C 0.243 -4.413 0.649
O -0.233 -5.349 0.035
C 0.130 -3.006 0.183
C 0.155 -1.911 1.037
C 0.020 -0.624 0.549
C -0.131 -0.404 -0.818
C -0.163 -1.507 -1.678
C -0.045 -2.783 -1.183
H -0.084 -3.637 -1.842
H -0.287 -1.325 -2.735
O -0.244 0.804 -1.419
C -0.309 1.997 -0.649
C -1.686 2.153 0.018
C -2.077 3.631 0.081
N -2.216 4.241 -1.231
C -3.585 4.427 -1.666
H -4.226 3.569 -1.404
C -4.180 5.713 -1.067
C -3.451 6.911 -1.600
C -2.253 7.317 -1.026
C -1.550 8.388 -1.547
C -2.037 9.069 -2.650
C -3.229 8.672 -3.229
C -3.928 7.597 -2.709
H -4.859 7.290 -3.167
H -3.615 9.199 -4.090
H -1.489 9.908 -3.056
H -0.619 8.694 -1.092
H -1.872 6.784 -0.168
H -4.097 5.678 0.020
H -5.238 5.764 -1.333
H -3.586 4.526 -2.754
C -1.376 3.619 -2.242
C -0.064 3.155 -1.626
H 0.406 3.990 -1.108
H 0.610 2.807 -2.409
H -1.182 4.368 -3.017
H -1.865 2.754 -2.720
H -1.309 4.176 0.645
H -3.019 3.734 0.625
H -1.692 1.725 1.021
H -2.420 1.608 -0.581
H 0.491 1.989 0.105
H 0.035 0.199 1.246
H 0.248 -2.051 2.105
H 1.474 -3.839 2.191
H 0.723 -6.075 3.292
H 0.801 -6.619 1.602
H 5.820 -7.453 2.968
H 5.776 -3.810 3.386
H 6.877 -5.040 2.736
H 5.924 -4.015 1.644

Its structure (SMILES) is Cc1csc(CNC(=O)c2ccc(OC3CCN(CCc4ccccc4)CC3)cc2)n1. The value obtained for the HOMO energy is -8.3 eV. The total energy is -1683.004604 Ha. The value obtained for the energy above the lowest of the compared OMol25 structures with the same formula, charge and spin is 0.103 eV. Its spin multiplicity is 1.

[2]
The following is a DFT calculation (the ωB97M-V functional and the def2-TZVPD basis) of a molecular structure, C25H29N4O4RhS3.

Atoms and positions in Å:
Rh -0.894 1.227 -0.674
O -2.683 0.199 -3.716
S -1.517 1.024 -3.396
O -0.903 1.747 -4.517
O -1.980 2.005 -2.325
O -0.489 0.231 -2.614
S -1.194 -0.127 2.204
C -2.231 1.194 2.536
S -2.217 2.302 1.262
C -3.282 1.135 3.531
C -3.339 0.036 4.382
N -3.277 -0.962 4.981
C -4.409 2.038 3.611
N -5.353 2.681 3.829
C 2.795 -3.807 -1.367
C 1.484 -3.094 -1.690
C 0.812 -3.305 -3.076
C 0.558 -3.331 -0.520
C 0.191 -4.691 -0.295
C -0.726 -5.028 0.679
C -1.397 -4.029 1.328
C -1.165 -2.663 1.096
C -2.126 -1.554 1.652
C -0.393 -0.949 3.617
C -3.015 -1.192 0.470
C -0.155 -2.325 0.162
N 0.177 -0.991 -0.022
C 1.442 -0.670 0.238
C 1.925 0.644 0.171
C 3.246 1.130 0.547
C 3.228 2.480 0.203
C 2.011 2.764 -0.458
N 1.201 1.640 -0.397
C 1.466 4.103 -0.888
C 0.376 4.611 0.114
C 0.887 4.009 -2.320
C 2.563 5.171 -0.976
H 3.580 -3.589 -2.080
H 2.526 -4.879 -1.280
H 3.198 -3.500 -0.372
H 1.622 -2.043 -1.665
H 0.613 -4.361 -3.252
H 1.492 -2.883 -3.823
H -0.037 -2.678 -3.067
H 0.599 -5.424 -0.992
H -0.953 -6.063 0.905
H -2.215 -4.336 1.997
H -2.726 -1.988 2.498
H -0.140 -0.092 4.264
H 0.408 -1.475 3.096
H -1.051 -1.576 4.209
H -2.405 -1.089 -0.400
H -3.624 -0.284 0.511
H -3.612 -2.071 0.349
H 2.163 -1.421 0.608
H 4.089 0.597 0.987
H 4.051 3.134 0.194
H -0.498 3.913 0.074
H 0.092 5.655 -0.095
H 0.763 4.562 1.153
H -0.106 3.526 -2.293
H 1.460 3.473 -3.056
H 0.626 4.982 -2.735
H 3.120 5.250 -0.096
H 2.067 6.091 -1.195
H 3.281 4.914 -1.806

The value obtained for the HOMO energy (alpha / beta) is -0.8 / -2.3 eV. The total energy is -2795.092979 Ha. The value obtained for the energy above the lowest of the compared OMol25 structures with the same formula, charge and spin is 2.566 eV. Its spin multiplicity is 5. As for the expectation value of S²: 6.011. As for the total charge: -2.

[3]
The following is a DFT calculation (the ωB97M-V functional and the def2-TZVPD basis) of a molecular structure, C25H29N4S4Ti.

Atoms and positions in Å:
Ti -0.004 -0.558 0.429
C -2.658 2.286 0.618
C -2.372 2.542 -0.855
S -0.709 1.949 -1.199
C -0.682 1.811 -2.995
C 0.570 1.030 -3.381
S 0.739 -0.570 -2.552
C -0.641 -1.445 -3.334
C -1.154 -2.565 -2.450
S -1.770 -2.055 -0.831
C -3.093 -0.871 -1.182
C -3.617 -0.346 0.154
S -2.431 0.578 1.182
H -3.680 2.572 0.868
H -1.983 2.866 1.250
H -2.445 3.613 -1.045
H -3.101 2.037 -1.492
H -0.639 2.806 -3.438
H -1.591 1.326 -3.356
H 1.467 1.589 -3.110
H 0.600 0.869 -4.458
H -0.302 -1.868 -4.280
H -1.444 -0.743 -3.557
H -0.359 -3.272 -2.201
H -1.943 -3.122 -2.955
H -3.900 -1.383 -1.709
H -2.710 -0.063 -1.803
H -3.948 -1.179 0.776
H -4.482 0.300 -0.004
C 0.745 4.366 2.431
C 1.497 4.305 1.262
C 1.796 3.089 0.673
C 1.363 1.898 1.261
C 0.631 1.965 2.449
C 0.312 3.190 3.023
N 1.518 0.625 0.681
C 2.719 0.099 0.190
C 3.939 0.747 0.011
C 5.040 0.019 -0.418
C 4.959 -1.348 -0.666
C 3.761 -2.016 -0.481
C 2.654 -1.288 -0.073
N 1.394 -1.808 0.234
N 1.233 -3.095 0.591
C 0.229 -3.151 1.475
C -0.176 -4.393 2.032
C -1.111 -4.415 3.017
C -1.677 -3.200 3.476
C -1.296 -2.039 2.881
N -0.384 -1.981 1.869
H 0.518 5.322 2.883
H 1.843 5.220 0.798
H 2.335 3.062 -0.264
H 0.359 1.040 2.949
H -0.248 3.218 3.949
H 4.046 1.797 0.243
H 5.987 0.528 -0.545
H 5.837 -1.891 -0.987
H 3.671 -3.082 -0.635
H 0.307 -5.287 1.666
H -1.415 -5.354 3.460
H -2.396 -3.185 4.282
H -1.709 -1.090 3.196

The value obtained for the HOMO energy (alpha / beta) is -9.6 / -9.6 eV. The total energy is -3631.143587 Ha. The value obtained for the energy above the lowest of the compared OMol25 structures with the same formula, charge and spin is 0.000 eV. Its spin multiplicity is 1. As for the total charge: +1.

[4]
The following is a DFT calculation (the ωB97M-V functional and the def2-TZVPD basis) of C25H29NO2 in the gas phase.

Atoms and positions in Å:
C 2.318 1.244 5.729
C 2.329 2.029 4.420
O 3.043 1.367 3.395
C 2.484 0.315 2.745
C 3.315 -0.330 1.824
C 2.854 -1.394 1.081
C 1.542 -1.837 1.227
C 0.725 -1.220 2.164
C 1.183 -0.149 2.913
H 0.510 0.309 3.620
H -0.282 -1.580 2.311
N 1.073 -2.952 0.485
C 0.417 -3.076 -0.700
O 0.125 -4.193 -1.080
C 0.077 -1.830 -1.522
C 1.346 -1.081 -1.942
C 0.960 0.113 -2.813
C 0.244 -0.364 -4.072
C -1.026 -1.103 -3.661
C -0.659 -2.298 -2.786
H -0.022 -2.990 -3.338
H -1.558 -2.846 -2.497
C -1.943 -0.161 -2.885
H -2.208 0.701 -3.502
H -2.867 -0.683 -2.632
C -1.239 0.326 -1.609
C -2.183 1.208 -0.808
C -1.892 2.527 -0.480
C -2.780 3.296 0.254
C -3.982 2.764 0.681
C -4.287 1.452 0.365
C -3.399 0.688 -0.368
H -3.666 -0.332 -0.599
H -5.223 1.020 0.690
H -4.675 3.365 1.252
H -2.526 4.319 0.492
H -0.966 2.980 -0.795
C 0.048 1.050 -2.021
H 0.581 1.395 -1.131
H -0.196 1.918 -2.639
C -0.842 -0.883 -0.743
H -0.337 -0.508 0.147
H -1.731 -1.430 -0.425
H -1.550 -1.459 -4.555
H 0.895 -1.029 -4.644
H -0.007 0.489 -4.707
H 1.871 0.657 -3.093
H 2.003 -1.755 -2.498
H 1.884 -0.723 -1.065
H 1.251 -3.855 0.912
H 3.508 -1.891 0.381
H 4.327 0.028 1.713
H 1.308 2.262 4.094
H 2.868 2.970 4.558
H 3.339 1.053 6.051
H 1.807 1.819 6.496
H 1.812 0.289 5.607

Its structure (SMILES) is CCOc1ccc(NC(=O)[C@@]23C[C@H]4C[C@@H](C2)C[C@](c2ccccc2)(C4)C3)cc1. The value obtained for the HOMO energy is -8.6 eV. The total energy is -1175.332387 Ha. The value obtained for the energy above the lowest of the compared OMol25 structures with the same formula, charge and spin is 0.181 eV. Its spin multiplicity is 1.

[5]
The following is a DFT calculation (the ωB97M-V functional and the def2-TZVPD basis) of a molecular structure, C25H29NO7PRhSi.

Atoms and positions in Å:
Rh 1.131 0.933 -0.179
O 3.036 2.245 -3.511
C 2.389 2.048 -2.511
O 2.471 0.994 -1.735
C 1.387 3.103 -2.033
C 1.145 4.346 -2.583
C 0.215 5.165 -1.952
C -0.435 4.752 -0.792
C -0.142 3.498 -0.300
N 0.728 2.732 -0.945
C -0.722 2.827 0.943
O -1.515 3.410 1.635
O -0.281 1.602 1.162
H 1.675 4.646 -3.476
H -0.004 6.141 -2.366
H -1.153 5.372 -0.274
C -0.022 -4.355 1.448
C 0.671 -3.366 0.544
O 0.768 -2.116 1.250
P 1.771 -0.919 0.917
O 2.141 -0.413 2.374
C 2.417 -1.319 3.467
C 1.232 -1.370 4.405
O 3.047 -1.739 0.421
C 3.845 -1.483 -0.759
C 4.713 -2.693 -0.993
H -0.150 -5.305 0.928
H -1.006 -3.981 1.731
H 0.564 -4.530 2.352
H 0.087 -3.198 -0.365
H 1.672 -3.698 0.268
H 3.303 -0.923 3.962
H 2.661 -2.306 3.070
H 0.987 -0.367 4.756
H 1.470 -1.992 5.270
H 0.361 -1.784 3.900
H 4.439 -0.587 -0.586
H 3.186 -1.282 -1.600
H 5.379 -2.867 -0.147
H 5.319 -2.538 -1.885
H 4.103 -3.585 -1.144
C -3.599 -2.533 1.984
C -2.972 -1.406 2.501
C -2.116 -0.653 1.709
C -1.871 -1.015 0.383
C -2.502 -2.158 -0.119
C -3.362 -2.911 0.671
Si -0.839 -0.054 -0.845
C -1.879 1.259 -1.677
C -1.529 1.712 -2.952
C -2.246 2.724 -3.571
C -3.331 3.301 -2.919
C -3.697 2.856 -1.656
C -2.978 1.839 -1.044
H -4.266 -3.118 2.606
H -3.155 -1.107 3.526
H -1.635 0.222 2.122
H -2.311 -2.476 -1.138
H -3.840 -3.793 0.261
H -0.427 -1.031 -1.893
H -0.682 1.268 -3.468
H -1.962 3.062 -4.560
H -3.891 4.094 -3.397
H -4.538 3.306 -1.144
H -3.258 1.515 -0.048

The value obtained for the HOMO energy is -9.1 eV. The total energy is -2293.063654 Ha. The value obtained for the energy above the lowest of the compared OMol25 structures with the same formula, charge and spin is 0.000 eV. Its spin multiplicity is 1.

[6]
The following is a DFT calculation (the ωB97M-V functional and the def2-TZVPD basis) of a molecular structure, C25H30AuGe2N2O2.

Atoms and positions in Å:
Au 1.087 -0.670 1.459
N 0.649 0.853 2.805
C -0.355 1.901 2.434
C -1.791 1.385 2.291
C -2.302 1.224 0.874
O -3.396 1.635 0.546
O -1.495 0.569 0.059
H 0.367 0.436 3.690
H 1.523 1.334 3.012
H -0.009 2.371 1.515
H -0.341 2.653 3.223
H -2.478 2.068 2.785
H -1.899 0.415 2.787
N 1.521 -2.133 0.181
C 1.548 -3.140 -0.371
C 1.580 -4.386 -1.060
C 0.376 -5.047 -1.311
C 0.409 -6.262 -1.968
C 1.625 -6.805 -2.366
C 2.819 -6.139 -2.115
C 2.806 -4.923 -1.458
H -0.560 -4.612 -0.989
H -0.513 -6.791 -2.164
H 1.644 -7.760 -2.873
H 3.759 -6.569 -2.428
H 3.726 -4.395 -1.248
C -0.715 1.115 -6.939
Ge -0.536 0.941 -4.996
C 0.577 -0.652 -4.599
C 0.487 2.470 -4.262
Ge -1.723 0.448 -1.807
C -2.557 -1.324 -2.073
C -3.162 -1.932 -0.971
C -3.809 -3.150 -1.131
C -3.833 -3.768 -2.373
C -3.214 -3.173 -3.462
C -2.568 -1.953 -3.316
C -3.138 1.824 -2.186
C -2.846 3.082 -2.665
C -3.873 4.014 -2.797
C -5.229 3.674 -2.489
C -5.541 2.420 -2.044
C -4.513 1.475 -1.912
H 0.290 1.282 -7.332
H -1.348 1.953 -7.219
H -1.120 0.204 -7.374
H 1.578 -0.395 -4.952
H 0.233 -1.539 -5.126
H 0.633 -0.870 -3.531
H 1.449 2.442 -4.779
H 0.670 2.356 -3.193
H 0.022 3.435 -4.452
H -3.155 -1.458 0.001
H -4.298 -3.612 -0.283
H -4.341 -4.716 -2.492
H -3.236 -3.654 -4.431
H -2.107 -1.488 -4.177
H -1.829 3.367 -2.900
H -3.646 5.021 -3.122
H -6.003 4.416 -2.631
H -6.563 2.140 -1.834
H -4.758 0.457 -1.644

The value obtained for the HOMO energy (alpha / beta) is -12.0 / -14.5 eV. The total energy is -5519.510384 Ha. The value obtained for the energy above the lowest of the compared OMol25 structures with the same formula, charge and spin is 0.029 eV. Its spin multiplicity is 4. As for the expectation value of S²: 3.772. As for the total charge: +2.